Record 1
Molecular formula: C5H13NS
Method: DFT, wB97M-V/def2-TZVPD

XYZ file:
```
20
C5H13NS | OMol25 | wB97M-V/def2-TZVPD
C -1.602 1.704 -1.945
C -1.241 0.431 -1.222
N -0.133 0.657 -0.261
C 0.249 -0.531 0.493
C 1.380 -1.352 -0.152
C 0.646 -0.096 1.903
S 0.689 -1.528 3.054
H -1.828 2.497 -1.230
H -0.824 2.053 -2.618
H -2.523 1.520 -2.502
H -0.951 -0.388 -1.895
H -2.050 0.100 -0.611
H 0.676 1.023 -0.751
H -0.634 -1.168 0.553
H 1.254 -1.496 -1.218
H 2.347 -0.958 0.148
H 1.341 -2.373 0.243
H 1.618 0.394 1.899
H -0.096 0.587 2.284
H 1.681 -1.076 3.828
```

For the HOMO energy, the calculation gives -8.794 eV. Its strongest force on any atom is 0.0355 Eh/bohr. The SMILES is CCN[C@@H](C)CS. The calculation puts the HOMO-LUMO gap at 0.3593 Eh.



Record 2
Molecular formula: C3H3Cl
Method: DFT, wB97M-V/def2-TZVPD

XYZ file:
```
7
C3H3Cl | OMol25 | wB97M-V/def2-TZVPD
C -1.706 0.988 0.023
C -0.634 0.490 0.011
C 0.892 -0.793 -0.104
Cl 2.305 0.282 0.008
H -2.604 1.639 0.078
H 0.740 -1.144 0.985
H 1.006 -1.461 -1.001
```

For the HOMO energy, the calculation gives -10.492 eV. Its strongest force on any atom is 0.1373 Eh/bohr. The calculation puts the HOMO-LUMO gap at 0.4003 Eh.



Record 3
Molecular formula: C9H30NO9V
Method: DFT, wB97M-V/def2-TZVPD

XYZ file:
```
50
C9H30NO9V | OMol25 | wB97M-V/def2-TZVPD
O -0.045 0.489 2.692
V 0.287 1.578 1.462
O 1.777 1.252 0.916
C 1.068 1.429 -2.171
C 0.368 0.062 -2.232
C 1.460 -0.941 -2.647
C 0.968 -2.383 -2.423
C 0.552 -2.660 -1.039
C -0.542 -1.670 -0.531
N -0.169 -0.300 -0.892
O -0.957 0.717 -0.311
C -0.618 -1.908 0.979
C -1.916 -2.016 -1.119
C -0.746 0.178 -3.279
H 0.429 2.306 -2.047
H 1.511 1.657 -3.146
H 1.870 1.459 -1.434
H 2.307 -0.720 -1.996
H 1.645 -0.802 -3.712
H 1.785 -3.071 -2.669
H 0.220 -2.604 -3.189
H 1.413 -2.748 -0.375
H 0.013 -3.612 -1.052
H 0.243 -1.475 1.495
H -0.549 -2.980 1.176
H -1.472 -1.498 1.517
H -2.328 -2.932 -0.678
H -1.928 -2.185 -2.194
H -2.686 -1.324 -0.774
H -0.411 0.676 -4.191
H -1.522 0.814 -2.850
H -1.159 -0.800 -3.515
O 4.413 -0.860 0.138
H 4.554 -0.172 -0.518
H 3.456 -0.959 0.182
O 0.339 3.484 0.269
H 1.011 4.155 0.109
H -0.480 3.865 -0.071
O -3.515 -0.285 2.813
H -2.713 0.248 2.776
H -4.097 0.107 2.155
O 1.003 2.972 3.117
H 1.095 3.902 2.880
H 0.944 2.963 4.078
O -1.956 2.330 2.092
H -2.208 3.037 1.487
H -2.534 2.446 2.855
O 0.229 -0.335 5.545
H -0.028 0.193 4.778
H -0.384 -1.076 5.543
```

For the HOMO energy, the calculation gives -6.562 eV. Its strongest force on any atom is 0.0958 Eh/bohr. The calculation puts the HOMO-LUMO gap at 0.1996 Eh.



Record 4
Molecular formula: C6H6NS
Method: DFT, wB97M-V/def2-TZVPD

XYZ file:
```
14
C6H6NS | OMol25 | wB97M-V/def2-TZVPD
C -1.449 0.728 -1.905
C -0.312 0.938 -1.193
C 0.171 2.235 -1.525
C -0.739 3.042 -2.438
C -0.464 0.298 1.214
C 0.266 0.140 -0.101
N 0.503 3.453 -1.872
S -2.034 2.050 -2.879
H -1.945 -0.316 -1.995
H -0.478 1.360 1.333
H 0.018 -0.156 2.039
H -1.458 0.095 1.292
H 0.446 -0.956 -0.460
H 1.193 0.527 0.032
```

For the HOMO energy, the calculation gives -15.353 eV. Its strongest force on any atom is 0.0859 Eh/bohr. The calculation puts the HOMO-LUMO gap at 0.3427 Eh. The total charge is +1.



Record 5
Molecular formula: C19H36FeI2NOP2
Method: DFT, wB97M-V/def2-TZVPD

XYZ file:
```
62
C19H36FeI2NOP2 | OMol25 | wB97M-V/def2-TZVPD
I 2.466 1.038 0.366
I -0.089 -1.488 -3.121
Fe 0.343 0.038 -0.295
P 0.447 -2.382 0.012
C 1.976 -2.947 -0.839
C 0.717 -3.090 1.674
H 0.695 -4.187 1.581
H -0.558 -4.558 -0.313
H -0.082 -2.767 2.350
H -1.806 -3.316 0.012
H 2.863 -2.601 -0.292
H 1.688 -2.760 2.056
C -0.878 -3.531 -0.532
H 1.976 -4.045 -0.902
H -1.081 -3.434 -1.606
H 1.975 -2.513 -1.848
P -0.454 2.423 -0.171
C 0.385 3.585 -1.301
C -2.233 2.662 -0.514
H -0.987 2.747 2.173
H -0.652 4.311 1.378
H 0.702 3.216 1.828
C -0.330 3.259 1.458
H -2.810 1.993 0.135
H -2.514 3.706 -0.315
H -0.046 4.591 -1.195
H 0.248 3.242 -2.332
H -2.436 2.412 -1.560
H 1.455 3.615 -1.077
C -0.570 0.496 -2.200
O -1.047 1.297 -2.944
C -4.792 -0.837 4.173
C -3.847 -0.691 3.013
C -4.298 -0.823 1.690
C -3.409 -0.675 0.607
C -3.934 -0.822 -0.792
C -2.065 -0.410 0.850
C -1.551 -0.274 2.175
C -2.498 -0.418 3.235
N -0.217 -0.032 2.316
C 0.380 0.125 3.663
C -0.206 1.324 4.405
C 0.243 -1.151 4.496
C 1.893 0.374 3.611
H -5.599 -0.094 4.126
H -5.258 -1.832 4.188
H -4.267 -0.701 5.126
H -5.351 -1.040 1.487
H -4.285 -1.853 -0.970
H -4.800 -0.158 -0.959
H -3.171 -0.588 -1.547
H -1.370 -0.284 -0.052
H -2.167 -0.326 4.271
H -1.290 1.304 4.466
H 0.201 1.335 5.425
H 0.089 2.250 3.903
H 0.849 -1.953 4.068
H 0.615 -0.940 5.508
H -0.776 -1.516 4.582
H 2.440 -0.431 3.118
H 2.153 1.320 3.124
H 2.239 0.433 4.655
```

Its spin multiplicity is 6. For the HOMO energy (spin up / spin down), the calculation gives -14.352 / -15.113 eV. Its strongest force on any atom is 0.0735 Eh/bohr. As for the expectation value of S²: 9.062. The calculation puts the HOMO-LUMO gap (spin up / spin down) at 0.1757 / 0.2215 Eh. The total charge is +2.



Record 6
Molecular formula: C28H49N13O30
Method: DFT, wB97M-V/def2-TZVPD

XYZ file:
```
120
C28H49N13O30 | OMol25 | wB97M-V/def2-TZVPD
O 4.376 4.311 4.586
C 3.975 3.157 3.984
C 4.885 1.787 3.985
C 6.480 1.902 4.375
C 7.363 0.484 4.375
C 6.619 -0.973 4.034
C 5.000 -1.028 3.647
C 4.104 0.374 3.601
C 2.483 0.377 3.189
O 1.923 -0.851 3.108
C 1.700 1.796 2.913
C 0.183 1.948 2.277
C -0.720 0.625 1.889
O -1.631 0.379 3.018
O -1.317 -0.733 3.656
C -0.553 3.422 1.987
C 0.240 4.834 2.347
C 1.735 4.706 3.013
C 2.461 3.236 3.291
H 7.033 2.914 4.655
H 8.510 0.566 4.624
H 7.237 -1.977 4.068
H 4.423 -2.034 3.407
H -0.093 -0.301 1.544
H -1.377 0.949 0.948
H -1.737 -0.717 4.574
H -1.656 3.421 1.533
H -0.284 5.887 2.145
H 2.321 5.699 3.306
C -3.725 -2.919 3.640
N -5.118 -3.002 4.154
O -5.913 -3.710 3.525
O -5.375 -2.353 5.175
H -3.642 -3.536 2.742
H -3.520 -1.872 3.408
H -3.062 -3.290 4.424
C 5.213 -5.401 2.061
N 6.064 -4.180 2.036
O 6.379 -3.688 3.126
O 6.391 -3.751 0.924
H 5.004 -5.664 3.100
H 4.289 -5.169 1.527
H 5.769 -6.199 1.565
C -2.395 1.997 -2.765
N -1.983 2.510 -1.430
O -2.450 1.942 -0.437
O -1.202 3.469 -1.418
H -3.079 1.158 -2.625
H -2.890 2.814 -3.293
H -1.492 1.676 -3.288
C 7.176 -9.353 0.167
N 6.288 -8.897 1.271
O 5.123 -9.313 1.268
O 6.785 -8.135 2.108
H 6.610 -10.015 -0.491
H 7.511 -8.466 -0.374
H 8.016 -9.884 0.619
C 0.934 4.493 -4.886
N -0.087 3.470 -4.534
O -1.245 3.864 -4.357
O 0.304 2.300 -4.444
H 0.452 5.472 -4.930
H 1.701 4.475 -4.109
H 1.349 4.224 -5.860
C -1.534 8.438 -6.951
N -0.350 7.588 -6.654
O -0.244 7.148 -5.503
O 0.440 7.386 -7.584
H -2.139 8.530 -6.047
H -1.166 9.415 -7.271
H -2.100 7.947 -7.746
C -3.787 -5.748 0.158
N -2.936 -4.527 0.133
O -2.621 -4.035 1.223
O -2.609 -4.098 -0.979
H -3.996 -6.011 1.197
H -4.711 -5.516 -0.376
H -3.231 -6.546 -0.338
C -8.959 -3.427 3.875
N -9.990 -4.200 3.132
O -9.623 -5.236 2.567
O -11.140 -3.743 3.136
H -8.000 -3.942 3.787
H -8.905 -2.433 3.428
H -9.274 -3.376 4.920
C 0.141 10.840 -3.338
N -0.728 10.693 -4.537
O -1.624 9.843 -4.485
O -0.486 11.435 -5.496
H -0.184 10.128 -2.577
H 1.168 10.631 -3.648
H 0.036 11.865 -2.978
C -6.943 -0.178 -2.726
N -6.026 0.836 -3.314
O -6.217 2.018 -3.005
O -5.141 0.417 -4.068
H -7.668 0.330 -2.087
H -7.446 -0.685 -3.552
H -6.336 -0.873 -2.144
C -4.483 2.029 -6.687
N -5.067 2.491 -7.975
O -5.083 1.683 -8.911
O -5.492 3.651 -8.010
H -4.151 0.995 -6.800
H -3.639 2.681 -6.454
H -5.263 2.102 -5.926
C 8.361 -7.010 5.232
N 7.219 -6.194 5.727
O 6.084 -6.538 5.378
O 7.495 -5.231 6.452
H 7.973 -7.819 4.609
H 9.008 -6.352 4.650
H 8.882 -7.411 6.104
C 0.917 -1.522 -0.752
N 0.333 -1.059 -2.040
O 0.317 -1.867 -2.976
O -0.092 0.101 -2.075
H 1.249 -2.556 -0.865
H 1.761 -0.869 -0.520
H 0.137 -1.448 0.009
```

For the HOMO energy, the calculation gives -8.479 eV. Its strongest force on any atom is 0.1600 Eh/bohr. The calculation puts the HOMO-LUMO gap at 0.2536 Eh.



Respective DFT total energy values: -17720.912; -15677.394; -55423.117; -18632.028; -92974.039; -110567.218 eV.
Respective energy relative to the best compared isomer or geometry (same formula, charge and spin) values: 7.82; 56.29; 0.00; 67.91; 26.12; 470.87 kcal/mol.